ORCA calculation (ωB97M-V/def2-TZVPD) on a molecular structure, C30H63AlBO17S.

Values from the calculation:
total charge: -1
multiplicity: 1
electronic energy: -3125.81142 Eh
HOMO-LUMO gap: 7.8 eV
molar mass: 765.7 g/mol
LUMO level: 0.072 Eh

Each line ends with the Löwdin charge.
Geometry (Å):
1 S 2.7527 -0.1782 0.6096  0.609
2 Al 0.4186 -2.2537 0.8443  0.025
3 O 1.0641 0.3787 -5.9702  0.066
4 O -2.3128 -1.0631 2.8517  -0.033
5 O 6.1834 -2.6207 5.0320  0.064
6 O 3.5152 0.9115 1.1911  -0.399
7 O -2.5167 -4.3323 3.9100  0.079
8 O 3.5167 -4.3725 -0.1980  0.149
9 O 8.7283 0.6606 2.1763  0.043
10 O -1.0209 2.4829 -1.5974  0.069
11 O -6.2752 6.2438 4.8897  0.055
12 O -3.6263 -1.4054 -5.3852  0.052
13 O -4.1297 4.6592 1.0792  0.040
14 O 1.2875 -3.5590 0.0828  0.124
15 O -0.8365 -2.6260 2.0102  -0.091
16 O 2.4321 -4.6896 1.8866  0.121
17 O -4.2282 0.3858 -0.8952  0.070
18 O 3.5107 -1.1717 -0.1317  -0.369
19 O -0.6196 -1.4155 -0.2699  -0.150
20 C -2.8936 6.5641 1.7859  -0.020
21 C -4.6600 1.3174 -1.5313  -0.483
22 C -6.3177 4.5057 3.2585  -0.029
23 C -5.2994 2.5225 -0.8890  -0.023
24 C -3.0452 5.1241 1.3544  -0.486
25 C -1.9810 -1.8885 1.7230  -0.429
26 C -0.7797 0.9526 -3.4055  -0.017
27 C -1.6519 -5.9822 5.3940  -0.033
28 C -1.8637 -2.7870 -6.1784  -0.027
29 C -1.7386 -5.2402 4.0746  -0.495
30 C -1.7955 4.2925 1.2858  -0.012
31 C -1.7469 -0.9809 0.4747  -0.190
32 C 7.4600 -4.3266 3.9781  -0.028
33 C -0.1848 3.4344 -3.6148  -0.022
34 C -0.2649 0.7656 -7.9032  -0.017
35 C 7.0159 1.0245 0.5682  -0.012
36 C 1.7389 -0.9923 1.7296  -0.251
37 C 0.8878 0.1528 -7.1438  -0.501
38 C 1.8016 -0.7618 -7.9239  -0.023
39 C 8.0864 -1.8410 3.8286  -0.034
40 C -2.7378 -2.1780 -5.1018  -0.500
41 C 7.1444 -2.8954 4.3508  -0.503
42 C -0.8002 -5.6864 2.9821  -0.015
43 C -4.5510 1.2885 -3.0369  -0.018
44 C -0.7044 2.3052 -2.7500  -0.497
45 C -2.4209 -2.5974 -3.6875  -0.009
46 C -6.1059 4.0394 5.7681  -0.027
47 C 7.9213 1.4277 1.6982  -0.495
48 C -6.2398 5.0558 4.6576  -0.504
49 C 7.7625 2.8358 2.2214  -0.024
50 B 2.3851 -4.1620 0.5739  -0.905
51 H -6.3227 2.6304 -1.2573  0.083
52 H 9.0964 -2.0218 4.2023  0.087
53 H -0.8499 1.3957 -7.2376  0.078
54 H 6.7397 2.9840 2.5720  0.087
55 H 7.4618 -4.4370 2.8922  0.085
56 H -2.3722 -5.5673 6.0961  0.074
57 H 2.4349 -1.5206 2.3924  0.066
58 H -6.4027 5.3159 2.5400  0.079
59 H -1.3870 -2.3368 -3.4523  0.090
60 H -1.9394 -3.8754 -6.1531  0.083
61 H -0.8259 3.5593 -4.4900  0.078
62 H 0.8184 3.1950 -3.9717  0.083
63 H 6.7149 -4.9918 4.4078  0.078
64 H 5.9728 1.0971 0.8835  0.065
65 H -2.2252 7.0901 1.1016  0.082
66 H -2.1754 -2.4218 -7.1551  0.072
67 H 7.2238 -0.0057 0.2873  0.085
68 H -1.3104 4.2560 2.2635  0.089
69 H 2.5849 -1.1408 -7.2720  0.083
70 H 2.8808 -4.1199 2.5073  0.082
71 H 0.2159 0.6536 -3.7307  0.071
72 H 1.8624 0.3837 -0.2419  0.073
73 H 1.2325 -1.5970 -8.3368  0.082
74 H -0.9755 -6.7391 2.7441  0.084
75 H -1.4296 0.9883 -4.2828  0.080
76 H 2.2494 -0.2203 -8.7593  0.083
77 H -1.5955 0.0346 0.8708  0.114
78 H -0.9530 -5.0635 2.1053  0.074
79 H -4.0791 0.3520 -3.3249  0.058
80 H -0.9035 -0.0193 -8.3131  0.081
81 H -0.8190 -2.5237 -5.9976  0.079
82 H 0.2395 -5.5856 3.2990  0.082
83 H -1.1626 0.2270 -2.6882  0.077
84 H -4.7453 3.4271 -1.1390  0.075
85 H 3.5558 -3.6815 -0.8636  0.082
86 H -1.0904 4.7269 0.5747  0.086
87 H -2.4504 6.6093 2.7825  0.085
88 H -6.0555 4.5465 6.7288  0.077
89 H 1.1961 -0.2547 2.3280  0.065
90 H -6.9580 3.3574 5.7560  0.083
91 H -5.5347 1.3470 -3.5078  0.083
92 H -1.6266 -1.2820 3.4890  0.079
93 H -3.8652 7.0526 1.7999  0.079
94 H 8.4613 3.0089 3.0368  0.077
95 H 7.7539 -0.8580 4.1485  0.075
96 H -2.8340 -2.5708 1.6105  0.140
97 H 0.1092 1.3607 -8.7386  0.083
98 H 7.1685 1.6725 -0.2969  0.086
99 H -2.6296 -0.9474 -0.1640  0.083
100 H 7.9459 3.5543 1.4203  0.081
101 H -5.4222 3.9267 3.0339  0.075
102 H -5.2062 3.4394 5.6203  0.087
103 H 8.4524 -4.5983 4.3437  0.079
104 H -1.8578 -7.0435 5.2405  0.076
105 H -0.1629 4.3593 -3.0420  0.074
106 H -3.0827 -2.1061 -2.9773  0.082
107 H -2.5230 -3.6793 -3.5865  0.089
108 H -5.3076 2.4063 0.1907  0.074
109 H -3.9526 2.1281 -3.3986  0.079
110 H -0.6450 -5.8950 5.8066  0.079
111 H 8.1265 -1.8619 2.7396  0.080
112 H -2.0397 3.2832 0.9629  0.079
113 H -7.1794 3.8409 3.1678  0.088

Atomic forces in eV per Å
S 0.5 -0.3 0.1
Al 0.0 -0.2 -0.3
O 0.1 0.0 -0.1
O 0.1 0.1 -0.2
O 0.0 0.0 0.0
O -0.1 0.1 -0.1
O -0.2 -0.2 0.2
O 0.1 0.1 0.3
O 0.1 0.1 0.0
O -0.1 0.2 0.0
O 0.0 0.0 0.0
O 0.1 0.0 0.1
O 0.1 0.2 0.0
O 0.4 -0.1 0.3
O -0.1 0.2 0.1
O -0.4 0.0 -0.2
O -0.3 0.1 0.2
O -0.1 0.2 -0.1
O -0.2 0.3 -0.2
C -0.1 0.0 0.0
C 0.2 -0.1 -0.2
C -0.1 0.2 0.1
C 0.0 -0.2 0.1
C 0.0 -0.1 0.0
C -0.1 -0.1 0.2
C -0.2 -0.1 0.4
C -0.1 0.1 0.0
C 0.0 0.1 -0.1
C 0.2 0.1 -0.2
C 0.0 -0.2 0.0
C 0.0 0.0 0.1
C -0.1 0.0 0.0
C 0.0 0.1 0.1
C 0.0 0.0 0.1
C 0.1 -0.2 0.1
C -0.1 -0.1 0.2
C 0.0 0.0 0.0
C 0.1 0.0 0.1
C -0.2 0.0 0.2
C 0.1 -0.1 0.1
C 0.0 0.0 0.0
C -0.1 0.0 0.0
C 0.0 -0.1 -0.1
C 0.0 -0.1 -0.1
C -0.2 0.2 -0.1
C 0.0 0.1 0.1
C 0.0 0.0 -0.1
C 0.0 0.0 0.0
C 0.1 0.0 0.1
B 0.0 -0.2 0.0
H 0.0 0.1 0.0
H 0.0 0.0 -0.1
H 0.0 0.0 0.0
H 0.0 0.0 0.0
H 0.0 0.0 0.0
H 0.0 0.0 0.0
H 0.0 0.0 0.0
H 0.0 0.0 0.0
H 0.0 -0.1 0.1
H 0.0 0.0 0.0
H 0.0 0.0 0.0
H 0.0 0.0 0.0
H 0.0 0.0 0.0
H -0.1 0.1 -0.1
H 0.0 0.0 0.0
H 0.0 0.0 0.0
H 0.0 0.0 0.0
H 0.0 0.1 0.0
H 0.0 0.0 0.0
H 0.3 0.0 0.1
H 0.0 0.0 -0.1
H -0.1 0.0 0.0
H 0.0 0.0 0.0
H 0.0 0.0 0.0
H 0.1 0.0 -0.1
H 0.0 0.0 0.0
H 0.0 0.0 -0.1
H 0.0 0.0 0.0
H 0.0 0.0 -0.1
H 0.0 0.0 0.0
H 0.0 0.0 0.0
H 0.0 0.0 0.0
H 0.0 0.0 0.0
H 0.0 0.0 0.0
H -0.1 0.0 -0.3
H 0.0 0.0 0.0
H 0.0 0.0 0.0
H 0.0 0.0 0.0
H 0.1 0.1 -0.1
H 0.0 0.0 0.0
H 0.0 0.1 0.0
H 0.0 -0.1 0.1
H 0.0 0.0 0.0
H 0.0 0.0 0.0
H 0.0 0.0 0.0
H 0.1 0.0 -0.2
H 0.0 0.0 0.0
H -0.1 0.1 0.0
H 0.1 -0.1 0.1
H 0.0 0.0 0.0
H 0.0 -0.1 0.0
H 0.0 0.0 0.0
H 0.0 0.0 0.0
H 0.0 0.0 0.0
H 0.0 0.0 0.0
H 0.0 0.0 0.0
H 0.1 0.0 0.0
H 0.0 0.0 0.0
H 0.0 0.0 0.0
H 0.0 0.0 0.0
H 0.0 0.0 0.0
H 0.0 0.0 0.0
H 0.0 -0.1 0.0